1.
A structure of composition C25H37O2Tl. Source: the Open Molecules 2025 dataset; level of theory: wB97M-V/def2-TZVPD.

Geometry as ORCA input:
```
! wB97M-V def2-TZVPD RIJCOSX def2/J DEFGRID3
* xyz 0 1
O 0.99 -3.15 -5.37
C 0.30 -4.41 -5.50
C 1.24 -4.88 -6.60
H -0.74 -4.26 -5.79
H 0.33 -4.99 -4.57
C 1.95 -3.52 -6.42
H 0.78 -5.03 -7.58
H 1.85 -5.75 -6.36
C 1.84 -2.58 -7.59
H 0.82 -2.52 -7.95
H 2.48 -2.91 -8.41
H 2.16 -1.58 -7.30
C 3.35 -3.60 -5.86
H 3.39 -4.27 -5.01
H 3.68 -2.61 -5.54
H 4.05 -3.96 -6.62
Tl -0.44 0.91 1.42
C 0.82 0.78 3.43
C -0.41 0.15 3.65
C -0.46 -1.01 2.84
H -1.20 0.50 4.29
C 0.75 -1.09 2.13
C 1.54 0.01 2.47
H 2.51 0.25 2.07
H 1.16 1.68 3.89
H -1.30 -1.67 2.76
H 1.00 -1.85 1.41
C -0.45 3.26 1.82
C 0.84 2.89 1.38
C 0.74 2.42 0.06
H 1.75 2.95 1.96
C -0.62 2.54 -0.33
C -1.34 3.06 0.75
H -2.40 3.19 0.79
H -0.71 3.62 2.80
H 1.56 2.09 -0.56
H -1.04 2.22 -1.27
O -0.55 -0.41 -0.39
C 0.61 -0.61 -1.23
C 0.43 -1.98 -1.86
H 1.50 -0.52 -0.62
H 0.63 0.18 -1.99
C -1.08 -2.10 -1.95
H 0.83 -2.75 -1.20
H 0.93 -2.06 -2.82
C -1.53 -1.45 -0.65
H -1.43 -3.12 -2.03
H -1.46 -1.54 -2.80
H -1.52 -2.15 0.18
H -2.50 -0.97 -0.68
C -3.10 3.06 5.74
C -1.66 3.41 5.36
C -1.55 4.92 5.07
C -0.71 3.03 6.50
C -1.28 2.62 4.12
C -0.95 1.95 3.06
H -3.42 3.62 6.65
H -3.20 1.97 5.95
H -3.80 3.32 4.92
H -1.83 5.51 5.97
H -0.51 5.19 4.79
H -2.22 5.21 4.24
H -0.77 1.94 6.72
H 0.34 3.27 6.23
H -0.96 3.59 7.43
*
```

Summary:
- HOMO-LUMO gap (Eh) = 0.2098
- energy relative to the best compared isomer or geometry (same formula, charge and spin) (kJ/mol) = 1034.6
- calculated total energy (eV) = -35297.3272
- maximum force (eV/Å) = 11.152
- LUMO level (eV) = 0.230

Results of the Mulliken charge analysis, in e, for atoms 1 through 4: -0.40, -0.40, -0.89, 0.28

=====

2.
A structure of composition C25H38BN9O2ReS. Source: the Open Molecules 2025 dataset; level of theory: wB97M-V/def2-TZVPD.

Geometry as ORCA input:
```
! wB97M-V def2-TZVPD RIJCOSX def2/J DEFGRID3
* xyz 2 2
Re 0.18 -0.22 0.47
C 5.37 0.87 0.13
C 3.85 0.80 0.33
C 3.21 2.05 -0.28
C 3.31 -0.51 -0.19
C 4.11 -1.58 -0.58
C 3.25 -2.61 -0.89
N 2.01 -2.20 -0.69
N 2.01 -0.90 -0.28
B 0.73 -2.97 -1.06
N -0.10 -2.06 -1.99
C -0.70 -2.36 -3.14
C -1.67 -1.40 -3.39
C -1.62 -0.53 -2.30
N -0.64 -0.92 -1.47
C -2.63 0.55 -2.02
C -2.80 1.50 -3.21
C -3.99 -0.11 -1.73
N -0.20 -3.19 0.17
C -0.92 -4.24 0.57
C -1.89 -3.81 1.46
C -1.71 -2.43 1.56
N -0.70 -2.09 0.76
C -2.41 -1.38 2.36
C -3.82 -1.81 2.76
C -2.46 -0.05 1.60
H 5.73 1.83 0.48
H 5.63 0.78 -0.93
H 5.89 0.09 0.68
H 3.68 0.81 1.41
H 3.32 2.05 -1.37
H 3.72 2.93 0.09
H 2.15 2.14 -0.04
H 5.19 -1.60 -0.65
H 3.45 -3.61 -1.26
H 1.00 -4.01 -1.58
H -0.42 -3.24 -3.69
H -2.35 -1.37 -4.22
H -2.32 1.12 -1.14
H -3.20 0.96 -4.07
H -1.86 1.96 -3.52
H -3.51 2.29 -2.96
H -4.37 -0.60 -2.63
H -4.72 0.63 -1.41
H -3.91 -0.89 -0.96
H -0.72 -5.23 0.18
H -2.62 -4.42 1.97
H -1.82 -1.22 3.27
H -4.44 -1.98 1.88
H -4.29 -1.05 3.37
H -3.79 -2.74 3.33
H -2.87 -0.17 0.60
H -1.48 0.50 1.54
H -3.06 0.68 2.13
O 0.65 1.31 1.74
N 1.59 1.26 2.71
C 2.09 2.42 3.16
C 2.99 2.40 4.20
C 3.34 1.18 4.77
C 2.80 0.01 4.29
C 1.91 0.06 3.22
S 1.15 -1.29 2.45
H 1.74 3.31 2.65
H 3.40 3.33 4.56
H 4.04 1.15 5.60
H 3.06 -0.95 4.71
C 1.40 0.71 -3.17
N 0.73 1.97 -2.83
C 0.14 2.28 -1.69
N -0.42 3.50 -1.58
O 0.05 1.53 -0.67
H 2.28 0.94 -3.76
H 0.73 0.07 -3.75
H 1.70 0.20 -2.27
H 0.70 2.67 -3.56
H -0.35 4.20 -2.29
H -0.84 3.75 -0.70
*
```

Summary:
- HOMO-LUMO gap (spin up / spin down) (Eh) = 0.3068 / 0.2662
- energy relative to the best compared isomer or geometry (same formula, charge and spin) (kJ/mol) = 0.0
- calculated total energy (eV) = -57679.1379
- maximum force (eV/Å) = 0.391
- LUMO level (spin up / spin down) (eV) = -5.603 / -6.952
- expectation value of S² = 0.756

Results of the Mulliken charge analysis, in e, for atoms 1 through 4: 1.08, -2.00, 2.25, -1.17

=====

3.
A cluster of 3 separate species, C25H38F4I2NO6S in total. Source: the Open Molecules 2025 dataset; level of theory: wB97M-V/def2-TZVPD.

Geometry as ORCA input:
```
! wB97M-V def2-TZVPD RIJCOSX def2/J DEFGRID3
* xyz 1 1
C 2.00 2.94 2.27
C 1.95 1.46 1.81
C 0.81 1.12 0.88
O 1.17 1.20 -0.55
C 1.28 0.02 -1.20
C 0.18 -0.74 -1.60
C -1.17 -0.12 -1.30
I -2.40 -1.34 -0.03
C -1.93 0.48 -2.51
C -2.92 -0.38 -3.26
I -0.54 1.39 -3.88
C 0.41 -1.97 -2.27
C -0.68 -2.90 -2.75
O -0.47 -4.26 -2.35
C -1.19 -4.66 -1.23
O -2.55 -4.69 -1.54
C -3.33 -5.11 -0.44
C -4.77 -4.73 -0.70
O -5.64 -5.39 0.19
C 1.73 -2.36 -2.55
C 2.15 -3.59 -3.29
C 2.95 -4.62 -2.44
C 3.05 -4.27 -0.99
F 4.26 -3.82 -0.57
C 2.08 -4.29 -0.07
F 1.29 -5.29 0.22
F 1.85 -3.26 0.74
N 2.72 -1.54 -2.15
F 3.97 -1.92 -2.49
C 2.58 -0.39 -1.49
S 3.95 0.59 -1.07
H 1.87 2.99 3.34
H 1.23 3.51 1.77
H 2.97 3.35 2.04
H 1.80 0.85 2.70
H 2.91 1.19 1.42
H -0.03 1.80 1.02
H 0.45 0.11 1.08
H -0.96 0.71 -0.65
H -2.48 1.32 -2.10
H -2.42 -1.13 -3.87
H -3.68 -0.81 -2.63
H -3.42 0.26 -3.98
H -0.62 -2.93 -3.84
H -1.68 -2.58 -2.51
H -0.84 -5.67 -0.99
H -0.97 -4.04 -0.36
H -3.28 -6.20 -0.35
H -3.01 -4.62 0.49
H -5.04 -5.03 -1.71
H -4.90 -3.65 -0.65
H -5.18 -5.60 1.01
H 2.78 -3.29 -4.12
H 1.30 -4.08 -3.75
H 2.54 -5.62 -2.54
H 3.97 -4.66 -2.82
H 4.94 -0.26 -1.38
C 1.20 8.10 0.74
C 1.23 6.96 1.72
O 1.16 5.81 1.36
C 1.34 7.32 3.18
H 1.12 7.70 -0.27
H 0.35 8.75 0.93
H 2.12 8.68 0.82
H 0.49 7.94 3.48
H 2.26 7.88 3.36
H 1.35 6.42 3.78
C -1.60 3.80 3.03
C -1.37 2.53 3.81
O -1.39 1.44 3.28
C -1.13 2.68 5.29
H -1.76 3.56 1.98
H -2.48 4.32 3.41
H -0.73 4.45 3.11
H -1.99 3.16 5.76
H -0.24 3.29 5.46
H -0.99 1.70 5.73
*
```

Summary:
- HOMO-LUMO gap (Eh) = 0.2871
- calculated total energy (eV) = -78211.0847
- maximum force (eV/Å) = 1.457
- LUMO level (eV) = -3.810

Results of the Mulliken charge analysis, in e, for atoms 1 through 4: -1.00, -0.50, -0.20, -0.64